# 1
Entry from the Open Molecules 2025 dataset: a molecular structure, C54H112B2F38N6O4P5 at a distorted geometry (ωB97M-V/def2-TZVPD).

Each line ends with the Mulliken charge.
Element x y z (Å)
1 C 4.6819 -8.2597 -2.7749  -1.1703
2 C 4.0276 -8.1258 -1.3006  -0.5978
3 C 4.1522 -6.7304 -0.5722  -0.5474
4 C 3.2803 -6.6846 0.7931  -1.3152
5 N 3.6194 -5.4851 1.7351  0.7713
6 C 5.0312 -5.6892 2.3212  -0.6708
7 C 4.9027 -5.2721 3.7461  -0.4675
8 C 3.5763 -5.7201 4.2268  -0.8074
9 C 2.6676 -5.5917 3.0063  -0.1873
10 C 3.5938 -4.0895 1.1009  -1.4376
11 H 4.8411 -7.2549 -3.1664  0.3690
12 H 4.1001 -8.8482 -3.4843  0.3322
13 H 5.5549 -8.9070 -2.6916  0.2798
14 H 4.4561 -8.8657 -0.6245  0.4099
15 H 2.9928 -8.3311 -1.5745  0.2645
16 H 3.5855 -6.1004 -1.2579  0.2615
17 H 5.1795 -6.3733 -0.4997  0.4352
18 H 3.4324 -7.5776 1.3994  0.8442
19 H 2.2013 -6.6910 0.6389  0.7430
20 H 5.6855 -5.1248 1.6567  0.3208
21 H 5.2196 -6.7567 2.2076  0.5091
22 H 4.8180 -4.1994 3.9202  0.0196
23 H 5.7291 -5.5544 4.3984  0.5543
24 H 3.2179 -5.1719 5.0981  0.4073
25 H 3.6304 -6.7545 4.5663  0.3192
26 H 2.0590 -4.6877 3.0300  -0.2141
27 H 2.0616 -6.4949 3.0783  0.5212
28 H 4.4118 -3.9153 0.4020  0.6172
29 H 3.7223 -3.4450 1.9705  0.5372
30 H 2.6605 -3.9836 0.5479  -0.1283
31 C 0.2471 1.3538 8.6120  -1.1710
32 C -0.8044 0.8410 7.5572  -0.6553
33 C -0.7087 1.7586 6.3034  -0.1686
34 C -1.8759 1.7328 5.2395  -0.8274
35 N -1.6284 2.7140 3.9762  1.7800
36 C -2.8414 2.6549 2.9938  -2.0311
37 C -2.1513 2.3310 1.6717  -0.0027
38 C -0.8670 1.5391 1.8431  3.1752
39 C -0.4430 2.2672 3.1518  -0.9873
40 C -1.4896 4.1379 4.4531  -1.2901
41 H -0.1780 1.0331 9.5631  0.3960
42 H 0.3536 2.4372 8.5557  0.3551
43 H 1.1920 0.8615 8.3821  0.2422
44 H -1.7987 1.0762 7.9371  0.3722
45 H -0.8266 -0.2264 7.3373  0.4151
46 H 0.2213 1.5990 5.7578  0.1578
47 H -0.7089 2.7492 6.7580  0.3826
48 H -2.7754 2.0979 5.7352  0.7433
49 H -2.0448 0.7510 4.7971  0.1003
50 H -3.3242 3.6288 2.9125  0.2306
51 H -3.5190 1.8160 3.1527  0.5996
52 H -1.9028 3.3141 1.2718  0.1432
53 H -2.7975 1.9504 0.8808  -1.0662
54 H -0.1285 1.5941 1.0433  -1.1731
55 H -1.1460 0.4913 1.9551  -1.1601
56 H 0.2539 3.0774 2.9370  -0.4394
57 H 0.1111 1.5402 3.7455  -0.1124
58 H -2.3135 4.2884 5.1508  0.3280
59 H -1.4059 4.8872 3.6660  0.2843
60 H -0.5103 4.2580 4.9164  0.3652
61 C 2.2450 -1.8937 0.6357  -1.2940
62 C 0.8873 -1.1646 0.4411  0.9339
63 C 1.1482 0.4029 0.4336  -0.0170
64 C 0.1624 1.2871 -0.3474  0.1353
65 C 0.1902 0.7491 -1.7509  -0.3485
66 C -0.3177 -0.6345 -1.9544  0.7475
67 N 0.3186 -1.6552 -0.9454  0.7964
68 O -0.0936 -2.9978 -1.2158  -0.3114
69 C -0.0694 -1.1122 -3.3800  -0.6425
70 C -1.8884 -0.5617 -1.8134  -1.0233
71 C -0.1178 -1.4414 1.5169  -1.6241
72 H 3.0836 -1.5067 0.0569  -0.0250
73 H 2.1937 -2.9784 0.5414  0.4599
74 H 2.5890 -1.6845 1.6486  1.2311
75 H 2.1334 0.6658 0.0486  -0.8575
76 H 1.1037 0.7998 1.4478  -0.6194
77 H 0.5168 2.3179 -0.3501  0.1967
78 H -0.7896 1.0891 0.1450  0.4932
79 H 1.1417 0.7712 -2.2823  0.5104
80 H -0.4410 1.4455 -2.3030  -1.0573
81 H -0.7629 -0.6080 -4.0530  -0.6280
82 H -0.2193 -2.1707 -3.5927  0.3389
83 H 0.9134 -0.8555 -3.7754  -0.0322
84 H -1.9961 -0.2847 -0.7647  -0.1515
85 H -2.3309 -1.5573 -1.7790  1.2747
86 H -2.4336 0.0057 -2.5676  -0.8508
87 H 0.2706 -1.2109 2.5090  0.2259
88 H -0.2593 -2.5191 1.5986  1.0476
89 H -1.0348 -0.8586 1.4307  0.3907
90 C 7.7867 1.1852 1.1831  -1.7724
91 C 6.2878 0.7667 0.6831  1.3905
92 C 6.0246 -0.7857 0.8931  -2.3946
93 C 4.5099 -1.2097 0.9187  2.7260
94 C 3.8448 -0.4021 1.9909  -1.0471
95 C 3.8625 1.1908 1.7210  2.2099
96 N 5.2614 1.6561 1.4179  0.8003
97 O 5.6700 2.9930 1.4304  -0.5767
98 C 3.4300 1.9865 2.9724  -1.3332
99 C 3.0871 1.4389 0.3989  0.3193
100 C 6.1941 0.8933 -0.9103  -1.5108
101 H 8.0778 2.1682 0.8128  0.3478
102 H 8.5111 0.4437 0.8462  0.3845
103 H 7.7426 1.3393 2.2612  0.4194
104 H 6.4140 -1.1118 1.8576  0.4816
105 H 6.5253 -1.4219 0.1632  0.6750
106 H 4.3605 -2.2642 1.1510  -0.8580
107 H 4.0115 -1.2627 -0.0492  0.0724
108 H 4.2980 -0.6282 2.9561  0.6389
109 H 2.8008 -0.6151 2.2209  -1.7537
110 H 4.0016 1.4967 3.7608  0.8692
111 H 2.3640 1.8969 3.1813  -0.1323
112 H 3.6749 3.0224 3.2070  0.1697
113 H 2.1680 1.5802 0.9675  0.5227
114 H 3.1041 0.6598 -0.3633  0.0958
115 H 3.4010 2.3806 -0.0513  0.6927
116 H 6.9628 0.2477 -1.3350  0.4111
117 H 6.5218 1.8903 -1.2049  0.4429
118 H 5.1712 0.8475 -1.2840  -0.0403
119 C -3.9057 4.1732 -3.0536  -1.4874
120 C -3.7321 4.3755 -1.5643  1.0260
121 C -3.0047 3.1663 -0.9722  0.1900
122 C -1.5589 3.3656 -0.4574  0.7099
123 C -0.7878 4.3122 -1.3410  -0.3433
124 C -1.4177 5.7734 -1.3533  1.1605
125 N -2.9635 5.6521 -1.3391  1.0442
126 O -3.6054 6.9083 -1.2504  -0.4693
127 C -1.0595 6.4479 -2.7354  -1.4074
128 C -0.9273 6.5735 -0.1023  -1.6752
129 C -5.1129 4.5014 -0.8901  -1.5911
130 H -4.5776 4.9466 -3.4259  0.5993
131 H -4.3506 3.2225 -3.3474  0.5494
132 H -2.9745 4.3451 -3.5934  -0.1115
133 H -2.7178 2.4079 -1.7007  -0.3622
134 H -3.5263 2.6637 -0.1576  1.0200
135 H -1.1471 2.3695 -0.2952  0.4019
136 H -1.3825 3.6009 0.5922  -0.0664
137 H -0.8105 3.9910 -2.3824  -0.7469
138 H 0.1953 4.3473 -0.8716  0.4003
139 H 0.0283 6.3993 -2.7856  0.4517
140 H -1.3547 7.4942 -2.8135  0.3608
141 H -1.3838 5.8482 -3.5858  0.2042
142 H -1.2956 7.5768 -0.3159  0.5556
143 H 0.1521 6.5404 0.0455  0.3112
144 H -1.3119 6.0668 0.7829  0.2317
145 H -5.4763 3.4852 -0.7368  0.3323
146 H -5.8985 4.9964 -1.4610  0.3393
147 H -5.0322 4.8545 0.1379  0.4082
148 C -7.3875 -1.2934 -4.9264  -1.6376
149 C -7.0833 -0.2894 -3.7641  1.2465
150 C -6.9375 -0.9106 -2.3241  -1.4296
151 C -5.6153 -1.5193 -1.9334  -1.0578
152 C -4.6445 -0.4071 -2.1216  -0.1345
153 C -4.4476 0.1424 -3.5744  1.8679
154 N -5.9047 0.5026 -4.1558  1.1617
155 O -5.9819 1.4886 -5.1868  -0.3794
156 C -3.6626 -0.7968 -4.4547  -0.5090
157 C -3.7186 1.5248 -3.2605  -1.3693
158 C -8.4239 0.5431 -3.6572  -1.8870
159 H -8.2603 -1.9055 -4.6990  0.4681
160 H -6.6536 -2.0848 -5.0783  0.3648
161 H -7.6051 -0.9192 -5.9267  0.4140
162 H -7.6715 -1.7161 -2.3441  0.6336
163 H -7.1959 -0.0778 -1.6700  0.4515
164 H -5.4525 -2.4145 -2.5337  0.3581
165 H -5.5807 -1.8395 -0.8921  0.4018
166 H -3.6560 -0.6995 -1.7672  0.0130
167 H -5.0503 0.3813 -1.4877  0.1184
168 H -2.9151 -0.2291 -5.0089  0.0357
169 H -4.2523 -1.4144 -5.1321  0.4838
170 H -3.0288 -1.5413 -3.9729  -0.2886
171 H -3.3156 2.0048 -4.1523  0.5541
172 H -2.9418 1.3305 -2.5209  0.2285
173 H -4.2966 2.3112 -2.7753  0.3365
174 H -8.3960 1.3116 -2.8847  0.3923
175 H -9.3154 -0.0368 -3.4187  0.4027
176 H -8.5990 1.0476 -4.6074  0.4262
177 B 1.8602 -0.1075 3.7469  -0.9881
178 F 0.8803 -0.5447 4.6522  -0.2732
179 F 1.3581 0.3478 2.5495  0.4977
180 F 2.6952 0.8292 4.3407  -0.0668
181 F 2.4479 -1.3108 3.5112  -0.1058
182 B 0.7929 -4.3180 0.6186  -0.9006
183 F 0.7599 -5.6560 0.5571  -0.3488
184 F -0.5003 -3.8499 0.7674  -0.0528
185 F 1.6145 -3.8030 1.6436  0.6003
186 F 1.1621 -3.8661 -0.6169  -0.4115
187 P -1.7410 -4.0132 -4.1655  1.5151
188 F -1.5248 -2.4240 -4.2190  -0.5861
189 F -2.1607 -3.9670 -2.5955  -0.3526
190 F -3.2795 -3.8115 -4.5699  -0.4056
191 F -2.0646 -5.5514 -4.4188  -0.3540
192 F -1.3680 -4.0429 -5.7443  -0.4296
193 F -0.1381 -4.0490 -3.8306  -0.4103
194 P -3.5741 -0.2202 1.0572  1.1248
195 F -2.7692 -1.5943 0.7077  -0.2744
196 F -2.4290 0.5817 0.2191  0.0871
197 F -4.4595 -0.5618 -0.2392  -0.2069
198 F -4.2384 1.2138 1.2352  -0.3699
199 F -4.7434 -1.0463 1.8757  -0.5549
200 F -2.8290 0.0387 2.5012  -0.1263
201 P -1.2550 2.2758 -4.4505  0.9203
202 F -0.9000 1.2024 -5.6458  -0.3896
203 F -2.8212 2.3295 -5.0225  -0.6122
204 F -1.6876 1.0884 -3.3323  0.2293
205 F -1.7758 3.3245 -3.3090  0.3069
206 F 0.2278 2.1983 -3.8169  -0.3465
207 F -0.7140 3.3942 -5.4486  -0.4668
208 P 1.2444 3.6830 1.2513  0.3260
209 F 0.2346 4.1350 2.3977  -0.1112
210 F 2.5371 4.0651 2.1208  -0.4132
211 F 1.3340 2.1715 1.8837  -0.2675
212 F 2.0907 3.0820 -0.0229  -0.4003
213 F -0.1329 3.1837 0.5323  0.4002
214 F 1.1576 5.1146 0.5025  -0.2771
215 P 4.0183 -0.3530 -3.0740  1.3467
216 F 5.5868 -0.8635 -2.9100  -0.4468
217 F 4.5630 1.1405 -2.6334  -0.3799
218 F 4.2946 0.1458 -4.6087  -0.4339
219 F 2.4653 0.1557 -3.3297  -0.4251
220 F 3.4131 -1.8336 -3.4714  -0.4213
221 F 3.8077 -0.9031 -1.5225  -0.9562

Properties
- HOMO level (eV) = -5.2
- total charge = -1
- HOMO-LUMO gap (eV) = 3.2
- lowest unoccupied orbital energy (eV) = -1.94
- electronic energy (eV) = -225962.55556



# 2
Entry from the Open Molecules 2025 dataset: a molecular structure, C23H32Cl5FGeNSiZn at a distorted geometry (ωB97M-V/def2-TZVPD).

Each line ends with the natural charge from an NBO analysis.
Element x y z (Å)
1 Zn -1.4561 -0.5682 1.4341  1.5443
2 C -4.5949 -1.0774 -1.5827  -1.1222
3 Si -2.8267 -0.3818 -1.5447  1.8001
4 C -2.5857 0.9342 -2.9152  -1.1314
5 C -1.5970 -1.8191 -1.7774  -1.1280
6 N -2.5106 0.2075 0.0770  -1.3546
7 C -3.5161 0.9332 0.6859  0.0582
8 C -4.1309 2.0517 0.1126  -0.1939
9 C -5.1520 2.7091 0.7669  -0.2045
10 C -5.6077 2.2806 2.0048  -0.2092
11 C -5.0196 1.1782 2.6074  -0.2532
12 C -4.0064 0.5413 1.9350  0.3187
13 F -3.4115 -0.5897 2.4974  -0.3780
14 H -4.8626 -1.4183 -2.5769  0.2476
15 H -5.3223 -0.3284 -1.2856  0.2469
16 H -4.6959 -1.9227 -0.9085  0.2421
17 H -2.0762 0.5008 -3.7707  0.2452
18 H -2.0219 1.8082 -2.6004  0.2276
19 H -3.5500 1.2849 -3.2721  0.2516
20 H -2.0791 -2.6137 -2.3342  0.2626
21 H -1.2727 -2.2427 -0.8296  0.2175
22 H -0.7199 -1.5244 -2.3437  0.2258
23 H -3.7995 2.3972 -0.8510  0.2139
24 H -5.6046 3.5704 0.3017  0.2260
25 H -6.4183 2.7981 2.4909  0.2311
26 H -5.3412 0.8071 3.5669  0.2430
27 Cl 0.9622 -3.2349 1.0247  0.0626
28 C 0.8463 -2.3983 2.5159  -0.0846
29 C -0.0061 -1.3092 2.5775  -0.6091
30 C -0.0422 -0.5680 3.7505  0.0113
31 Cl -1.0268 0.8377 3.6913  0.0403
32 C 0.6962 -0.9166 4.8756  -0.1347
33 Cl 0.5768 -0.0154 6.3280  0.0966
34 C 1.5449 -2.0287 4.7929  -0.0588
35 Cl 2.4991 -2.4656 6.1424  0.1099
36 C 1.6353 -2.7661 3.6068  -0.0984
37 Cl 2.7094 -4.1018 3.5015  0.0914
38 C 2.3244 1.0871 -4.6191  -0.6032
39 C 1.2935 1.0860 -3.4954  -0.3934
40 C 1.7284 1.9059 -2.2814  -0.4157
41 C 0.7728 1.7405 -1.0950  -0.7949
42 Ge 1.1292 -0.0322 -0.1786  1.3775
43 C 2.7080 0.0029 1.0610  -0.7984
44 C 3.8026 -0.7185 0.2830  -0.4196
45 C 5.1538 -0.5836 0.9828  -0.3854
46 C 6.2565 -1.2301 0.1562  -0.6010
47 H 1.9839 0.4459 -5.4289  0.2233
48 H 3.2864 0.7157 -4.2724  0.2034
49 H 2.4686 2.0903 -5.0129  0.2144
50 H 1.1096 0.0527 -3.1765  0.1843
51 H 0.3558 1.4889 -3.8799  0.2113
52 H 1.7556 2.9641 -2.5480  0.2377
53 H 2.7479 1.6269 -1.9953  0.1995
54 H -0.2642 1.8028 -1.4165  0.2571
55 H 0.9562 2.5100 -0.3407  0.2441
56 H 1.2019 -1.2502 -1.0989  -0.1490
57 H 2.5407 -0.4672 2.0281  0.2468
58 H 2.9716 1.0507 1.2255  0.2422
59 H 3.8833 -0.2993 -0.7255  0.1983
60 H 3.5501 -1.7762 0.1785  0.2188
61 H 5.0941 -1.0619 1.9613  0.2067
62 H 5.3779 0.4741 1.1365  0.2023
63 H 6.0373 -2.2813 -0.0120  0.2080
64 H 7.2058 -1.1563 0.6777  0.2259
65 H 6.3524 -0.7374 -0.8085  0.2053

Properties
- HOMO level (eV) = -10.9
- total charge = +1
- HOMO-LUMO gap (eV) = 5.4
- lowest unoccupied orbital energy (eV) = -5.48
- electronic energy (eV) = -203995.67186



# 3
Entry from the Open Molecules 2025 dataset: a gas-phase ion, CH5N2Si (charge +1) at a distorted geometry (ωB97M-V/def2-TZVPD).

Each line ends with the natural charge from an NBO analysis.
Element x y z (Å)
1 C -0.9370 0.7662 0.5552  -1.0343
2 Si 0.7205 -0.3059 0.3816  1.2483
3 N 0.6574 -1.1514 -1.5670  -0.0907
4 N 0.6180 -1.2734 -2.6462  0.2819
5 H -1.6370 0.1964 1.2605  0.2772
6 H -0.5890 1.6984 1.0461  0.2785
7 H -1.4129 0.9872 -0.3349  0.2603
8 H 0.7591 -1.3179 1.4480  -0.0855
9 H 1.8209 0.4004 -0.1432  -0.1356

Properties
- HOMO level (eV) = -16.9
- total charge = +1
- energy above the lowest of the compared OMol25 structures with the same formula, charge and spin (eV) = 0.031
- HOMO-LUMO gap (eV) = 11.8
- lowest unoccupied orbital energy (eV) = -5.10
- SMILES = C[SiH2][N+]#N
- electronic energy (eV) = -11967.88778



# 4
Entry from the Open Molecules 2025 dataset: 2 unconnected molecules or ions with the total composition C12H17N at a distorted geometry (ωB97M-V/def2-TZVPD).

Each line ends with the natural charge from an NBO analysis.
Element x y z (Å)
1 C 0.5950 -3.3385 -0.3995  -0.6307
2 C 0.5731 -2.2527 0.6148  -0.0853
3 C 1.6112 -1.8334 1.3911  -0.0612
4 N 1.2079 -0.7470 2.1695  -0.5295
5 C -0.1223 -0.6067 1.9930  0.1118
6 C -1.0388 0.2249 2.6318  -0.1946
7 C -2.3695 0.1884 2.3353  -0.2251
8 C -2.8257 -0.6660 1.2575  -0.2218
9 C -2.0333 -1.5106 0.5095  -0.2308
10 C -0.6426 -1.5942 1.0830  -0.0697
11 H 1.6657 -3.7476 -0.5126  0.2143
12 H 0.4243 -2.9704 -1.4514  0.2180
13 H -0.1565 -4.1073 -0.1144  0.2247
14 H 2.6627 -2.0325 1.1130  0.2120
15 H 1.8553 -0.4118 2.9104  0.4219
16 H -0.6635 0.8755 3.4685  0.2013
17 H -3.0257 0.6176 2.9383  0.2015
18 H -3.9323 -0.6023 1.1425  0.2038
19 H -2.6355 -2.1036 -0.2558  0.2394
20 C -0.3737 2.4413 -2.7044  -0.5970
21 C 0.8354 3.0814 -1.9045  -0.4037
22 C 1.8927 2.0128 -1.6310  -0.6270
23 H -0.0228 1.9710 -3.6558  0.1946
24 H -1.0050 3.2054 -2.9631  0.2024
25 H -0.7327 1.5404 -2.0210  0.2059
26 H 1.2004 3.9410 -2.5177  0.1988
27 H 0.3648 3.4294 -0.9718  0.2034
28 H 1.5070 1.0692 -1.2800  0.2109
29 H 2.5199 1.5185 -2.4083  0.2154
30 H 2.6645 2.4077 -0.7668  0.1963

Properties
- HOMO level (eV) = -7.9
- total charge = 0
- energy above the lowest of the compared OMol25 structures with the same formula, charge and spin (eV) = 2.494
- HOMO-LUMO gap (eV) = 8.8
- lowest unoccupied orbital energy (eV) = 0.86
- SMILES = Cc1c[nH]c2ccccc12.CCC
- electronic energy (eV) = -14207.84370